# C3H6N2O3S

C3H6N2O3S in the gas phase at a distorted geometry (ωB97M-V/def2-TZVPD, the Open Molecules 2025 dataset).

```
! RIJCOSX wB97M-V def2-TZVPD def2/J DEFGRID3
* xyz 0 1
C 1.54693 0.11282 -0.27257
C -0.15315 -1.07873 0.38585
C -0.63034 0.25684 -0.09660
N 1.28591 -0.94681 0.40384
N 0.50579 0.91909 -0.60380
O 3.51258 -2.12030 -0.50049
O 2.19422 -3.46295 0.95001
O 1.31350 -2.74341 -1.24781
S 2.26853 -2.65755 -0.17113
H 2.51003 0.46726 -0.55898
H -0.68160 -1.40432 1.35151
H -0.27821 -1.87484 -0.44050
H -1.36661 0.08430 -0.88723
H -1.22468 0.72803 0.72415
H 0.38126 1.91577 -0.74328
*
```

Computed properties:
- Relative energy (zero: lowest compared OMol25 entry of this formula, charge and spin): 130.3 kJ/mol
- HOMO level: -9.84 eV
- HOMO-LUMO gap: 10.21 eV

Atom charges from the Mulliken analysis, given in e for atoms 1 to 4:
1. C -0.0871
2. C -0.3555
3. C -0.4724
4. N -0.3376

# C21H23Cl5N4OOsS

A molecular structure, C21H23Cl5N4OOsS at a distorted geometry (ωB97M-V/def2-TZVPD, the Open Molecules 2025 dataset).

```
! RIJCOSX wB97M-V def2-TZVPD def2/J DEFGRID3
* xyz 2 5
Os 9.67248 -8.25163 -12.26818
Cl 10.28470 -6.87441 -9.22639
C 8.82818 -7.84188 -9.28999
C 8.50666 -8.28485 -10.59906
C 7.26180 -8.97513 -10.74846
Cl 6.78486 -9.57320 -12.31819
C 6.41150 -9.20834 -9.66491
Cl 4.98700 -10.05290 -9.88586
C 6.75688 -8.67259 -8.37641
Cl 5.50197 -8.63747 -7.12532
C 7.96429 -7.99618 -8.16982
Cl 8.23921 -7.18964 -6.72737
C 5.81919 -6.18303 -14.99386
C 7.03666 -6.89233 -15.37338
N 7.27155 -7.40423 -16.53010
N 8.42303 -8.13938 -16.38396
C 8.92710 -8.09842 -15.19739
S 10.31861 -8.82570 -14.48156
N 8.05555 -7.25233 -14.49796
N 8.23743 -6.94638 -13.12038
H 5.98440 -5.78505 -13.97290
H 4.94994 -6.74658 -15.10332
H 5.83107 -5.30085 -15.71042
H 8.86265 -8.54446 -17.17992
H 8.59252 -6.01539 -13.01242
H 7.32290 -6.99060 -12.70681
C 9.76425 -11.71263 -10.32638
C 11.23768 -11.71586 -10.00512
C 11.94023 -12.44038 -11.25652
C 11.99067 -10.51201 -9.63466
C 12.76560 -10.39019 -8.47898
C 13.60757 -9.32608 -8.36177
C 13.85186 -8.36746 -9.32555
C 13.08069 -8.39910 -10.49563
C 13.35863 -7.43497 -11.63519
C 13.93557 -8.25301 -12.71359
C 12.28243 -6.42718 -12.01047
C 12.01665 -9.39574 -10.55758
O 11.18690 -9.40596 -11.57166
H 9.40543 -12.70701 -10.61204
H 9.44861 -11.13522 -11.21595
H 9.14371 -11.31594 -9.50101
H 11.45684 -12.19084 -9.05438
H 11.64809 -11.81724 -12.10114
H 11.53143 -13.44403 -11.31198
H 13.01457 -12.39030 -11.11375
H 12.78739 -11.27977 -7.84305
H 14.17234 -9.20091 -7.49666
H 14.53294 -7.58027 -9.18855
H 14.18381 -6.87924 -11.13210
H 13.21626 -8.78088 -13.25459
H 14.63447 -8.93871 -12.25340
H 14.53537 -7.59693 -13.37617
H 11.72017 -6.79794 -12.88443
H 12.84392 -5.57249 -12.54825
H 11.67603 -6.03655 -11.16086
*
```

Computed properties:
- HOMO level (spin up / spin down): -14.18 / -14.08 eV
- HOMO-LUMO gap (spin up / spin down): 8.61 / 4.45 eV
- ⟨S²⟩: 6.0331

Atom charges from the Mulliken analysis, given in e for atoms 1 to 4:
1. Os 0.9453
2. Cl -0.1961
3. C 0.6550
4. C -1.3940

# C38H57N11O8

15 unconnected molecules or ions with the total composition C38H57N11O8 at a distorted geometry (ωB97M-V/def2-TZVPD, the Open Molecules 2025 dataset).

```
! RIJCOSX wB97M-V def2-TZVPD def2/J DEFGRID3
* xyz 0 1
O -0.73550 5.00800 -7.12612
C -0.62115 4.08439 -6.30758
O 0.59857 3.45762 -6.16454
C 0.35375 2.44521 -5.17791
C -0.86637 2.75101 -4.30419
C -1.69136 3.45504 -5.39570
H 1.29832 2.32788 -4.66880
H 0.21162 1.50793 -5.68419
H -0.58425 3.45092 -3.54590
H -1.27298 1.86560 -3.83421
H -2.43544 4.15179 -5.02847
H -2.13980 2.61551 -5.93976
O 1.31712 3.33220 1.69760
C 2.40989 3.01193 1.29874
O 2.67014 1.79345 0.80922
C 4.08209 1.68575 0.44462
C 4.76447 2.82447 1.17583
C 3.63205 3.84984 1.21133
H 4.04212 1.74278 -0.63963
H 4.47495 0.75930 0.81104
H 5.70467 3.18474 0.79616
H 4.97611 2.55458 2.19961
H 3.46582 4.55821 0.39918
H 3.65592 4.42946 2.14597
O -3.66316 5.90444 -0.66583
C -2.66375 5.25374 -0.45231
O -2.35568 4.72043 0.74040
C -1.13610 4.07821 0.71068
C -0.39181 4.54855 -0.51996
C -1.56923 4.87269 -1.44765
H -1.29897 3.01208 0.70999
H -0.61005 4.27549 1.66462
H 0.27254 3.77548 -0.87699
H 0.22257 5.41887 -0.25779
H -1.92514 3.98819 -1.99543
H -1.44732 5.60010 -2.25390
O -6.81441 -2.82076 2.59196
C -5.72758 -2.33202 2.43386
O -4.90321 -2.02563 3.48220
C -3.82959 -1.24349 2.96703
C -3.52671 -1.75414 1.55382
C -4.98378 -2.04187 1.13870
H -3.00157 -1.37322 3.61199
H -4.12478 -0.20358 3.10339
H -2.91490 -2.64087 1.48840
H -3.05503 -1.04026 0.90492
H -5.15665 -2.85593 0.43338
H -5.40028 -1.08622 0.73748
C 2.27948 -0.14972 -2.79399
C 3.26431 -1.12582 -3.36765
N 4.03506 -1.85661 -3.82188
H 2.13908 -0.45067 -1.77099
H 1.34688 -0.37934 -3.29130
H 2.60867 0.87848 -2.95095
C 1.14911 -4.29906 -5.21102
C 0.98464 -5.34851 -4.24194
N 0.81782 -6.15246 -3.43359
H 1.22286 -4.78473 -6.22318
H 2.09968 -3.80437 -5.00792
H 0.27481 -3.63074 -5.23392
C -3.15270 -0.27820 -2.49190
C -3.18809 -0.03120 -3.87455
N -3.17474 0.11904 -5.01114
H -3.55858 0.53300 -1.90403
H -2.12614 -0.37090 -2.22842
H -3.74573 -1.14494 -2.22075
C 5.44336 -4.71384 5.28731
C 4.56747 -4.53716 4.11144
N 3.91510 -4.50027 3.16908
H 5.23849 -3.97183 6.05378
H 6.50801 -4.87460 5.08550
H 5.15203 -5.66013 5.74596
C 0.68356 -4.07631 3.94615
C 0.38804 -3.90634 2.53644
N 0.09456 -3.74227 1.44807
H 0.86381 -3.06374 4.36963
H 1.60038 -4.71241 4.03513
H -0.18307 -4.48388 4.51085
C 3.19901 -0.84548 3.39987
C 3.27971 0.51459 3.90703
N 3.22613 1.58939 4.25811
H 3.79555 -1.53688 4.02374
H 3.53272 -0.91428 2.37576
H 2.18130 -1.14067 3.40445
C 0.22572 -0.23126 0.94222
C -0.04416 0.57276 -0.34193
N -0.35351 1.16275 -1.26721
H -0.28534 0.24780 1.75708
H 1.30237 -0.30872 1.14385
H -0.23902 -1.21111 0.75645
C 2.58253 -4.71040 -0.39579
C 2.87772 -3.27893 -0.01226
N 3.02863 -2.19262 0.32347
H 3.02701 -4.87936 -1.38271
H 1.52716 -4.84334 -0.47191
H 3.02565 -5.33085 0.38277
C -5.73626 3.56779 1.36525
C -5.04896 2.49738 0.72715
N -4.50747 1.73126 0.03076
H -5.45049 4.56234 1.03802
H -5.59599 3.57167 2.45208
H -6.82143 3.44061 1.34335
C -0.11861 2.23881 4.58961
C 0.06362 0.81917 4.53043
N 0.21019 -0.33068 4.44673
H 0.13886 2.65184 3.61523
H 0.56565 2.72617 5.30218
H -1.14406 2.53724 4.86240
C -1.50724 -4.25437 -1.73811
C -0.63600 -3.15243 -2.22681
N 0.02052 -2.27411 -2.56114
H -1.07507 -4.58919 -0.82558
H -1.66858 -5.04192 -2.43896
H -2.43215 -3.72328 -1.51105
*
```

Computed properties:
- HOMO level: -9.76 eV
- HOMO-LUMO gap: 9.73 eV

Atom charges from the Mulliken analysis, given in e for atoms 1 to 4:
1. O -0.6126
2. C 0.4651
3. O -0.3635
4. C -0.4441